Entry 1:
14
Properties=species:S:1:pos:R:3 method="wB97M-V/def2-TZVPD" spin_multiplicity=1 gap_ha="0.31998 / 0.30380" max_force_ha_per_bohr=0.114 de_lowest_ev=6.7441 homo_ev="-8.80 / -9.04" e_tot_ev=-19757.9889
C -0.60878 -0.63938 -0.01535
C -0.57845 0.65508 -0.72790
C -1.81032 -1.00435 0.78308
C 1.98877 1.24429 -1.10644
N -0.50505 -1.16086 -1.38344
N -0.49908 0.04333 -1.95281
Cl -1.32063 2.12940 -0.35855
H 0.36886 -0.92196 0.47325
H -2.59720 -0.54389 0.28756
H -1.77916 -0.46430 1.68195
H -1.73410 -2.06631 1.04201
H 2.63349 0.56724 -1.65919
H 2.47832 1.62440 -0.15908
H 1.32248 1.79020 -1.57207



Entry 2:
15
Properties=species:S:1:pos:R:3 method="wB97M-V/def2-TZVPD" spin_multiplicity=1 gap_ha=0.31306 smiles="C/C(=C/Cl)N(N)C=S" max_force_ha_per_bohr=0.034 de_lowest_ev=1.7204 homo_ev=-8.06 e_tot_ev=-30597.5671
C 1.23388 2.30022 -0.57541
C 0.96166 0.86175 -0.21660
C 1.88691 -0.08226 -0.21154
Cl 1.80344 -1.71296 0.24928
N -0.37720 0.55006 0.17884
N -0.99067 1.35115 1.19118
C -1.11391 -0.36527 -0.47215
S -2.72716 -0.72600 -0.23498
H 0.44577 2.61260 -1.29447
H 1.13769 2.94117 0.32214
H 2.21850 2.45152 -1.03809
H 2.89644 0.20420 -0.48669
H -1.13108 2.24124 0.72336
H -0.23519 1.54558 1.84652
H -0.59201 -0.85509 -1.28688



Entry 3:
13
Properties=species:S:1:pos:R:3 method="wB97M-V/def2-TZVPD" spin_multiplicity=1 gap_ha=0.31290 max_force_ha_per_bohr=0.146 de_lowest_ev=4.0222 homo_ev=-7.84 e_tot_ev=-18827.5064
C 1.60639 1.90755 0.14641
O 0.52126 0.94226 -0.17028
C 0.61697 -0.27439 0.18675
C 1.85321 -1.04468 0.60859
C -0.60400 -0.96175 0.07497
Cl -2.15376 -0.33839 -0.42396
H 1.58677 2.72805 -0.88530
H 1.59459 2.24562 1.32701
H 2.57814 1.27123 0.19881
H 2.48596 -0.40661 -0.18218
H 1.67543 -2.14144 0.18725
H 2.22097 -1.07469 1.66371
H -0.53337 -2.16786 0.15999



Entry 4:
13
Properties=species:S:1:pos:R:3 method="wB97M-V/def2-TZVPD" spin_multiplicity=1 gap_ha=0.41186 smiles=ClCC[C@H]1CO1 max_force_ha_per_bohr=0.129 de_lowest_ev=4.6086 homo_ev=-10.20 e_tot_ev=-18826.9200
Cl -2.00163 -0.50681 -0.12039
C -0.89739 0.83004 0.40683
C 0.33995 1.17651 -0.31571
C 0.93993 -0.25421 -0.40565
C 2.35345 -0.33498 -0.36483
O 1.57580 -0.53938 0.88615
H -0.22566 0.32736 1.19129
H -1.71153 1.64298 1.04871
H 0.77866 1.97719 0.16070
H 0.25609 1.77762 -1.36445
H 0.25607 -0.83550 -1.12909
H 2.72287 -1.20381 -0.68676
H 2.92926 0.74084 -0.18672